No. 1
The following is a DFT calculation (ωB97M-V/def2-TZVPD) of a molecular structure, C18H15I3O3RhS in a non-equilibrium geometry.

Total energy: -2322.160410 Eh
LUMO: -5.261 eV
Charge: +1
Kohn-Sham gap: 0.22532 hartree
Relative energy (zero: lowest compared OMol25 entry of this formula, charge and spin): 27.02 kcal per mole

Last column: Mulliken charge in e.
CARTESIAN COORDINATES (ANGSTROEM)
Rh (2.004454, 0.414763, 0.038448)  -0.103
I (6.926828, 1.045282, -0.512854)  0.106
C (6.378142, -0.932917, -0.062073)  -0.821
I (4.346148, -1.347740, 0.348262)  0.316
H (6.907276, -1.229640, 0.834395)  0.329
H (6.644960, -1.556608, -0.904962)  0.399
I (3.389767, 2.423235, -0.868895)  0.349
C (1.761590, 3.688319, -0.648730)  0.751
C (1.807503, 4.990363, -1.039198)  -0.620
C (0.654502, 5.785208, -0.847395)  -0.602
C (-0.464424, 5.243475, -0.287768)  -0.854
C (-0.504207, 3.887981, 0.126237)  0.774
C (-1.655054, 3.336998, 0.737033)  -0.822
C (-1.652674, 2.052498, 1.188052)  -0.816
C (-0.508219, 1.242263, 1.016701)  -0.306
C (0.614347, 1.725067, 0.402518)  -0.196
C (0.642479, 3.075414, -0.059167)  0.797
H (2.694364, 5.420273, -1.484927)  0.420
H (0.675091, 6.826043, -1.138696)  0.402
H (-1.348574, 5.851335, -0.142520)  0.403
H (-2.532418, 3.960698, 0.853025)  0.402
H (-2.532180, 1.635111, 1.660173)  0.440
H (-0.506887, 0.239577, 1.409944)  0.546
C (-4.552958, -4.455459, 0.234725)  -1.377
C (-3.196604, -3.828150, 0.096990)  0.905
C (-2.321286, -4.227928, -0.909137)  -0.878
C (-1.070856, -3.653410, -1.038306)  -0.664
C (-0.695352, -2.642802, -0.155653)  0.260
C (-1.550614, -2.231762, 0.864385)  0.068
C (-2.788631, -2.828802, 0.982000)  -1.122
S (0.893503, -1.989363, -0.349605)  1.725
O (1.726558, -3.008662, -0.885689)  -0.578
O (0.884020, -0.705402, -1.189940)  -0.735
O (1.349066, -1.359807, 0.954934)  -0.719
H (-4.619266, -5.386136, -0.325020)  0.371
H (-5.323604, -3.781073, -0.143788)  0.315
H (-4.783276, -4.661355, 1.279618)  0.369
H (-2.619173, -5.010007, -1.595407)  0.362
H (-0.388702, -3.982996, -1.809136)  0.431
H (-1.236160, -1.495998, 1.586167)  0.582
H (-3.449493, -2.527890, 1.785242)  0.391

Cartesian forces (eV/Å) of the 3 atoms listed first:
Rh 1.1 -0.6 0.3
I 0.0 0.1 0.0
C 0.2 -0.1 0.0

No. 2
The following is a DFT calculation (ωB97M-V/def2-TZVPD) of a molecular structure, C18H15N5O2STi in a non-equilibrium geometry.

Total energy: -2366.709242 Eh
LUMO: -0.870 eV
Charge: 0
Kohn-Sham gap: 0.24208 hartree
Relative energy (zero: lowest compared OMol25 entry of this formula, charge and spin): 192.11 kcal per mole

Last column: Mulliken charge in e.
CARTESIAN COORDINATES (ANGSTROEM)
Ti (-0.091322, 0.182610, -0.083596)  0.558
N (2.431440, 2.226308, -2.067592)  -0.550
C (1.225990, 1.833724, -1.434889)  0.854
S (0.400164, 0.595010, -2.569148)  -0.626
N (1.079427, 2.356880, -0.261750)  -0.895
N (0.012378, 2.198074, 0.683196)  0.384
C (-0.781839, 3.193911, 0.594005)  -0.523
C (-2.155774, 2.902389, 1.000498)  0.877
C (-2.910812, 3.670239, 1.880438)  -0.619
C (-4.193676, 3.272749, 2.201679)  -0.480
C (-4.716781, 2.119671, 1.613994)  -0.561
C (-3.984308, 1.368957, 0.720170)  -0.769
C (-2.670056, 1.723439, 0.375276)  0.623
O (-1.934177, 1.057473, -0.474380)  -0.743
H (2.651029, 1.562601, -2.795530)  0.297
H (3.181465, 2.314500, -1.389739)  0.247
H (-0.515862, 4.117483, 0.081102)  0.384
H (-2.473386, 4.553020, 2.331122)  0.422
H (-4.784930, 3.842357, 2.906155)  0.377
H (-5.719901, 1.796521, 1.864526)  0.370
H (-4.408872, 0.478716, 0.273186)  0.385
C (0.237938, -2.403822, -3.551455)  -0.971
C (1.108358, -3.438910, -3.220850)  -0.244
C (1.668194, -3.483431, -1.962876)  -0.985
C (1.327733, -2.479445, -1.057795)  0.071
N (0.527911, -1.463915, -1.307380)  0.258
C (-0.024850, -1.439212, -2.595058)  0.064
C (1.822630, -2.322499, 0.352317)  0.727
C (2.681371, -3.168793, 1.021594)  -0.652
C (3.002486, -2.870731, 2.337255)  -0.409
C (2.447683, -1.747980, 2.927173)  -0.919
C (1.592517, -0.952058, 2.181466)  0.154
N (1.284979, -1.219179, 0.913307)  0.125
H (-0.222216, -2.337718, -4.525439)  0.425
H (1.345732, -4.206921, -3.946334)  0.433
H (2.348955, -4.273724, -1.684329)  0.356
H (-0.786629, -0.535952, -2.812022)  0.416
H (3.087017, -4.045079, 0.536164)  0.368
H (3.671065, -3.512543, 2.895682)  0.433
H (2.668069, -1.487878, 3.952170)  0.397
H (1.132552, -0.073063, 2.601480)  0.554
O (-0.561712, 0.096215, 1.496204)  -0.611

Cartesian forces (eV/Å) of the 3 atoms listed first:
Ti -3.3 1.6 4.2
N -0.3 -0.5 0.7
C 1.2 0.9 -1.6